# 1
{
  "formula": "C45H48BN7O2Ru",
  "method": "wB97M-V/def2-TZVPD",
  "symbols": ["Ru", "O", "O", "N", "N", "N", "N", "N", "N", "N", "C", "C", "C", "C", "C", "C", "C", "C", "C", "C", "C", "C", "C", "C", "C", "C", "C", "C", "C", "C", "C", "C", "C", "C", "C", "C", "C", "C", "C", "C", "C", "C", "C", "C", "C", "C", "C", "C", "C", "C", "C", "C", "C", "C", "C", "B", "H", "H", "H", "H", "H", "H", "H", "H", "H", "H", "H", "H", "H", "H", "H", "H", "H", "H", "H", "H", "H", "H", "H", "H", "H", "H", "H", "H", "H", "H", "H", "H", "H", "H", "H", "H", "H", "H", "H", "H", "H", "H", "H", "H", "H", "H", "H", "H"],
  "xyz": [[-10.48, -0.39, 21.05], [-11.52, -4.14, 22.28], [-11.68, 0.88, 17.25], [-8.66, -2.12, 20.41], [-9.21, 1.26, 20.70], [-11.47, -0.31, 19.31], [-6.66, -0.29, 17.80], [-11.36, -2.14, 21.11], [-10.11, -0.96, 23.09], [-8.07, 1.22, 18.68], [-7.24, 2.65, 21.24], [-10.06, -2.97, 24.44], [-6.69, -2.56, 16.90], [-8.87, 2.44, 15.21], [-8.71, -2.42, 15.37], [-4.57, -3.68, 16.52], [-8.20, -1.36, 19.68], [-13.45, -2.95, 17.56], [-10.45, 1.94, 18.59], [-8.10, 1.60, 21.41], [-13.46, 1.85, 20.99], [-10.43, -2.24, 23.31], [-6.47, 0.91, 17.14], [-12.72, 3.28, 18.43], [-7.69, 3.65, 20.29], [-9.69, 1.39, 15.96], [-12.08, -2.54, 19.95], [-8.89, -3.86, 17.45], [-12.10, -1.49, 18.95], [-12.46, 3.59, 17.10], [-13.41, -3.94, 18.53], [-12.07, 2.35, 20.70], [-12.80, -1.76, 17.76], [-5.95, -3.62, 16.40], [-3.07, 0.35, 17.65], [-3.34, -1.12, 19.73], [-11.39, 3.09, 16.45], [-4.03, -0.49, 18.50], [-9.48, -0.29, 24.11], [-12.67, -3.80, 19.70], [-9.07, -0.93, 25.26], [-11.85, 2.35, 19.18], [-10.52, 0.52, 14.93], [-8.21, -2.62, 16.83], [-3.91, -2.68, 17.23], [-9.35, -2.29, 25.41], [-9.16, 1.97, 19.39], [-10.66, 1.90, 17.01], [-11.52, 0.88, 18.63], [-8.72, 3.41, 19.48], [-7.29, 1.82, 17.72], [-11.19, -2.98, 22.17], [-5.99, -1.51, 17.45], [-4.61, -1.59, 17.70], [-11.73, 3.66, 21.40], [-7.68, -0.14, 18.75], [-8.46, -0.37, 25.98], [-2.62, 1.17, 18.24], [-8.33, -3.24, 14.78], [-10.66, 3.94, 21.18], [-11.12, 3.52, 15.49], [-11.49, 0.99, 14.75], [-2.78, -2.71, 17.32], [-9.33, 2.66, 14.28], [-9.19, -2.72, 26.36], [-7.85, 0.95, 22.27], [-8.69, -1.75, 17.42], [-3.63, 0.74, 16.78], [-12.36, -4.58, 20.32], [-8.55, -4.80, 17.01], [-6.51, -4.39, 15.90], [-2.28, -0.28, 17.32], [-13.65, 0.94, 20.39], [-4.78, 0.22, 18.94], [-9.82, -2.36, 15.36], [-2.67, -1.91, 19.48], [-11.82, 3.48, 22.50], [-7.89, 2.02, 14.99], [-8.27, -1.48, 15.05], [-13.00, 4.45, 16.73], [-7.40, 2.86, 17.47], [-5.75, 1.09, 16.35], [-8.97, 0.70, 16.39], [-12.87, -0.99, 17.00], [-13.96, -3.20, 16.64], [-6.37, 2.68, 21.88], [-4.09, -1.49, 20.40], [-4.08, -4.50, 16.10], [-8.75, -3.90, 18.58], [-12.34, 4.47, 21.07], [-7.26, 4.66, 20.36], [-13.49, 1.59, 22.04], [-10.73, -0.44, 15.38], [-2.82, -0.35, 20.30], [-11.37, 1.67, 21.18], [-9.38, 0.77, 23.89], [-9.89, 0.41, 13.98], [-8.69, 3.30, 15.81], [-10.00, -3.76, 17.22], [-13.94, -4.85, 18.31], [-10.38, -4.00, 24.45], [-14.15, 2.66, 20.74], [-13.54, 3.71, 18.94], [-9.19, 4.10, 18.80]],
  "lowdin_charge": [1.346, 0.075, 0.005, 0.147, -0.087, 0.016, 0.061, -0.093, -0.021, 0.124, -0.082, 0.019, -0.128, -0.068, -0.049, -0.046, -0.042, -0.098, -0.041, -0.214, -0.053, -0.175, -0.040, 0.027, -0.098, -0.310, -0.160, -0.063, -0.190, -0.073, -0.091, -0.413, -0.019, -0.028, -0.047, -0.048, 0.015, -0.369, -0.096, -0.001, -0.039, -0.150, -0.031, -0.365, -0.024, -0.034, -0.336, -0.255, -0.359, -0.060, -0.075, -0.449, -0.090, -0.162, -0.042, -0.497, 0.115, 0.087, 0.076, 0.083, 0.111, 0.084, 0.134, 0.067, 0.097, 0.094, 0.114, 0.072, 0.077, 0.066, 0.109, 0.063, 0.091, 0.143, 0.075, 0.062, 0.094, 0.080, 0.073, 0.106, 0.121, 0.128, 0.103, 0.106, 0.101, 0.088, 0.076, 0.083, 0.077, 0.068, 0.109, 0.083, 0.042, 0.078, 0.051, 0.102, 0.109, 0.066, 0.093, 0.098, 0.124, 0.079, 0.096, 0.122],
  "gap_ev": [6.284, 6.001],
  "spin_multiplicity": 5,
  "lumo_ev": [-0.318, -1.357],
  "energy_ha": -2396.993539,
  "homo_ev": [-6.602, -7.358],
  "charge": 0
}

# 2
{
  "formula": "C45H48Br4N2O6SSb2Si2Zr",
  "method": "wB97M-V/def2-TZVPD",
  "symbols": ["Sb", "Sb", "Zr", "Br", "Br", "Br", "Br", "S", "Si", "Si", "O", "O", "O", "O", "O", "O", "N", "N", "C", "C", "C", "C", "C", "C", "C", "C", "C", "C", "C", "C", "C", "C", "C", "C", "C", "C", "C", "C", "C", "C", "C", "C", "C", "C", "C", "C", "C", "C", "C", "C", "C", "C", "C", "C", "C", "C", "C", "C", "C", "C", "C", "C", "C", "H", "H", "H", "H", "H", "H", "H", "H", "H", "H", "H", "H", "H", "H", "H", "H", "H", "H", "H", "H", "H", "H", "H", "H", "H", "H", "H", "H", "H", "H", "H", "H", "H", "H", "H", "H", "H", "H", "H", "H", "H", "H", "H", "H", "H", "H", "H", "H"],
  "xyz": [[-0.65, 2.18, -1.63], [1.92, 0.05, -1.92], [-0.11, -0.50, 0.58], [-0.07, -7.13, 1.32], [-1.81, -2.75, 4.48], [1.40, -5.01, -0.69], [-1.73, -6.02, 3.90], [-1.67, -1.87, -0.98], [3.08, -0.80, 1.62], [-2.47, 1.51, 1.40], [-0.95, -3.09, -1.22], [0.98, -2.14, 0.23], [-2.90, -1.78, -1.73], [-0.24, -1.26, 2.46], [-0.79, -0.66, -1.31], [-1.88, -1.66, 0.48], [1.78, 0.30, 1.30], [-0.76, 1.43, 1.21], [-0.24, 6.08, 0.33], [1.91, -2.81, -3.19], [4.76, 0.14, 2.00], [-3.47, 0.96, -0.13], [-0.26, -2.43, -4.85], [6.80, -0.34, -3.04], [-2.23, 2.16, -3.21], [-2.55, 3.30, -3.96], [0.69, 3.23, -3.11], [-4.28, 2.10, -5.12], [4.07, -0.31, -2.43], [4.99, 0.36, -1.64], [-2.31, 4.93, -1.10], [-2.94, 0.99, -3.46], [3.73, -2.08, 0.32], [-0.83, -4.83, 2.77], [1.47, -3.84, -4.00], [4.54, -0.98, -3.55], [2.16, 1.30, -3.78], [2.79, -1.85, 3.23], [1.37, 1.12, 2.36], [-0.14, -5.29, 1.67], [-0.11, 4.80, -0.18], [-0.85, -3.46, 3.03], [1.09, 2.28, -4.21], [-1.40, 6.80, 0.11], [0.39, -3.65, -4.84], [0.18, -1.40, -4.04], [-1.13, 4.21, -0.92], [1.28, -1.57, -3.21], [0.50, -4.39, 0.82], [1.71, 2.20, 4.52], [-2.98, 0.39, 2.88], [-2.44, 6.22, -0.61], [0.48, 2.81, 4.44], [6.34, 0.35, -1.93], [5.89, -1.01, -3.85], [-3.95, 0.96, -4.41], [-0.22, -2.54, 2.21], [-3.21, 3.27, 1.75], [2.14, 1.37, 3.49], [-3.58, 3.27, -4.89], [0.46, -3.02, 1.04], [-0.32, 2.56, 3.34], [0.07, 1.72, 2.30], [-3.14, 4.47, -1.61], [-4.04, 3.48, 1.08], [-1.12, -2.28, -5.49], [2.87, -2.92, 3.05], [-1.50, 7.80, 0.50], [0.57, 6.52, 0.90], [2.37, 0.59, -4.58], [7.05, 0.86, -1.29], [2.75, -2.98, -2.53], [-3.34, 6.78, -0.79], [-2.00, 4.21, -3.80], [5.54, -0.13, 1.29], [4.74, -1.86, -0.01], [-2.72, 0.08, -2.90], [3.48, -1.59, 4.03], [0.16, 4.09, -3.51], [7.86, -0.37, -3.28], [0.05, -4.46, -5.48], [1.96, -4.80, -3.95], [1.57, 3.59, -2.58], [3.10, -2.15, -0.55], [-1.30, 3.02, 3.28], [2.35, 2.35, 5.38], [-5.09, 2.08, -5.84], [3.75, -3.08, 0.77], [0.21, 1.76, -4.59], [3.09, 1.84, -3.59], [0.12, 3.46, 5.23], [-2.31, 0.53, 3.72], [0.80, 4.24, -0.01], [-2.99, 0.13, -0.64], [-2.88, -0.64, 2.54], [-4.45, 0.61, 0.18], [1.79, -1.65, 3.60], [3.09, 0.89, 3.59], [-2.48, 4.05, 1.60], [4.65, 1.22, 1.97], [4.64, 0.90, -0.77], [1.49, 2.86, -5.06], [5.14, -0.13, 2.98], [-3.83, 4.17, -5.43], [-3.59, 3.36, 2.76], [3.84, -1.50, -4.20], [6.24, -1.57, -4.71], [-4.00, 0.54, 3.23], [-3.62, 1.78, -0.84], [-4.49, 0.04, -4.57], [-0.36, -0.46, -4.04]],
  "lowdin_charge": [1.547, 1.542, 1.586, 0.678, 0.787, 0.852, 0.676, 0.283, 0.489, 0.423, -0.290, -0.341, -0.293, -0.245, -0.675, -0.386, -0.252, -0.298, -0.099, -0.187, -0.194, -0.172, -0.083, -0.117, -0.325, -0.150, -0.369, -0.115, -0.347, -0.161, -0.147, -0.128, -0.175, -0.773, -0.121, -0.125, -0.344, -0.146, -0.335, -0.767, -0.146, -0.631, -0.400, -0.115, -0.099, -0.130, -0.351, -0.356, -0.619, -0.123, -0.173, -0.106, -0.128, -0.103, -0.102, -0.084, -0.457, -0.175, -0.068, -0.109, -0.433, -0.067, -0.335, 0.091, 0.013, 0.099, 0.023, 0.089, 0.097, 0.052, 0.096, 0.075, 0.094, 0.081, -0.007, 0.015, 0.062, 0.014, 0.037, 0.089, 0.091, 0.092, 0.050, -0.041, 0.072, 0.086, 0.089, 0.025, 0.078, 0.048, 0.084, 0.021, 0.099, -0.033, -0.012, 0.050, 0.017, 0.062, 0.001, 0.013, 0.083, 0.100, 0.008, 0.090, 0.014, 0.091, 0.092, 0.022, 0.012, 0.102, 0.084],
  "gap_ev": 6.173,
  "lumo_ev": 3.944,
  "energy_ha": -14105.597698,
  "homo_ev": -2.229,
  "charge": -2
}

# 3
{
  "formula": "C45H48BrF4N4O2PSTl",
  "method": "wB97M-V/def2-TZVPD",
  "symbols": ["Tl", "Br", "S", "P", "F", "F", "F", "F", "O", "O", "N", "N", "N", "N", "C", "C", "C", "C", "C", "C", "C", "C", "C", "C", "C", "C", "C", "C", "C", "C", "C", "C", "C", "C", "C", "C", "C", "C", "C", "C", "C", "C", "C", "C", "C", "C", "C", "C", "C", "C", "C", "C", "C", "C", "C", "C", "C", "C", "C", "H", "H", "H", "H", "H", "H", "H", "H", "H", "H", "H", "H", "H", "H", "H", "H", "H", "H", "H", "H", "H", "H", "H", "H", "H", "H", "H", "H", "H", "H", "H", "H", "H", "H", "H", "H", "H", "H", "H", "H", "H", "H", "H", "H", "H", "H", "H", "H"],
  "xyz": [[-0.59, 0.30, 0.03], [0.01, 0.61, -3.25], [-1.10, 3.44, -0.53], [2.21, 0.01, -0.62], [1.46, 0.29, -5.79], [5.77, -0.64, -4.23], [4.04, -0.25, -6.29], [4.91, -0.51, -1.71], [-1.93, 4.15, 0.39], [-1.69, 2.54, -1.50], [0.82, 1.56, 2.16], [2.39, 7.32, -3.30], [-0.09, 2.41, 0.27], [0.72, 3.93, 1.87], [-3.35, -3.29, -0.36], [0.49, 2.68, 1.48], [4.31, 3.92, 0.51], [3.62, -0.19, -5.04], [0.29, -2.77, 3.54], [1.31, -1.71, 3.99], [4.03, -0.32, -2.69], [1.83, 0.14, -3.47], [1.02, -3.97, 2.95], [4.50, -0.39, -3.99], [1.34, 4.08, 3.03], [-1.51, -1.04, 2.82], [4.19, -3.21, 1.13], [-0.53, -3.21, 4.76], [-2.31, -0.73, 1.76], [-3.58, 0.11, 1.91], [-3.64, 1.33, 1.00], [1.16, 5.25, -3.31], [-2.44, -2.08, -0.71], [0.26, 5.79, -0.74], [-0.11, 4.61, -1.38], [3.17, 1.45, -0.10], [2.66, -3.99, -0.55], [1.07, 6.69, -1.38], [-1.36, -2.61, -1.67], [-1.81, -1.65, 0.61], [1.47, 1.75, 3.31], [-0.78, -2.47, 1.22], [3.38, 3.83, -0.51], [1.54, 6.44, -2.68], [1.76, 3.00, 3.80], [-3.25, -1.04, -1.47], [0.34, 4.35, -2.67], [-0.63, -2.14, 2.53], [2.28, 0.08, -4.77], [3.64, -4.26, 0.41], [-4.81, -0.79, 1.72], [-3.66, 0.65, 3.35], [3.79, -1.90, 0.89], [2.81, 2.60, -0.81], [4.67, 2.79, 1.23], [2.84, -1.62, -0.08], [4.10, 1.56, 0.93], [2.69, -0.07, -2.39], [2.26, -2.69, -0.78], [2.48, 8.25, -2.92], [1.51, 5.10, 3.35], [-1.27, -3.96, 4.48], [-4.13, -0.70, -0.93], [2.08, 2.54, -1.61], [2.28, 3.14, 4.74], [4.27, -1.12, 1.45], [4.94, -3.41, 1.88], [1.82, -1.28, 3.13], [-0.64, -1.83, -1.93], [-1.84, -2.94, -2.60], [3.96, -5.27, 0.59], [-4.13, -3.02, 0.34], [-5.71, -0.22, 1.98], [-4.94, -1.13, 0.69], [1.67, -4.42, 3.70], [-2.76, -4.10, 0.07], [-0.82, -3.46, -1.26], [1.50, 5.05, -4.32], [1.63, -3.68, 2.10], [2.06, -2.17, 4.64], [1.76, 0.86, 3.85], [1.51, -2.50, -1.54], [0.02, 3.44, -3.17], [-2.66, -0.16, -1.75], [-1.05, -2.38, 5.23], [-3.60, -1.49, -2.40], [-3.71, -0.16, 4.08], [0.82, -0.92, 4.55], [-0.11, 5.98, 0.26], [-3.54, 1.11, -0.06], [-4.76, -1.66, 2.37], [4.75, 4.88, 0.76], [0.13, -3.66, 5.51], [2.55, 7.23, -4.28], [3.09, 4.70, -1.08], [-1.59, -0.59, 3.80], [-2.81, 1.29, 3.59], [4.41, 0.70, 1.51], [-4.56, 1.25, 3.45], [-2.87, 2.05, 1.28], [0.31, -4.74, 2.62], [-0.26, -3.27, 0.72], [-3.83, -3.66, -1.28], [2.22, -4.80, -1.11], [5.40, 2.86, 2.02], [1.35, 7.62, -0.88], [-4.60, 1.85, 1.13]],
  "lowdin_charge": [1.022, 0.962, 0.597, 1.086, 0.096, 0.157, 0.162, 0.123, -0.263, -0.401, 0.111, 0.124, -0.211, 0.165, -0.011, -0.487, -0.057, -0.126, -0.543, -0.037, -0.199, -0.535, -0.038, -0.126, -0.094, -0.016, -0.068, -0.029, -0.176, -0.527, -0.049, -0.021, -0.562, -0.059, -0.302, -0.352, -0.065, -0.025, -0.064, -0.210, -0.113, -0.044, -0.044, -0.324, -0.035, -0.043, -0.079, -0.163, -0.257, -0.074, -0.029, -0.053, -0.079, -0.102, -0.065, -0.346, -0.074, -0.301, -0.111, 0.101, 0.120, 0.096, 0.069, 0.087, 0.107, 0.084, 0.115, 0.072, 0.013, 0.103, 0.115, 0.073, 0.097, 0.055, 0.097, 0.094, 0.081, 0.117, 0.057, 0.098, 0.088, 0.092, 0.068, 0.049, 0.082, 0.104, 0.092, 0.077, 0.110, 0.054, 0.100, 0.112, 0.093, 0.100, 0.100, 0.115, 0.094, 0.084, 0.097, 0.063, 0.098, 0.108, 0.098, 0.115, 0.112, 0.117, 0.108],
  "gap_ev": 6.548,
  "lumo_ev": -3.890,
  "energy_ha": -5998.340595,
  "homo_ev": -10.438,
  "charge": 1
}